# C3H9NO4S

A cluster of 2 separate species, C3H9NO4S in total (ωB97M-V with the def2-TZVPD basis set, the OMol25 dataset).

Each line ends with the Löwdin charge.
Atoms and positions in Å:
H1 0.787 -1.211 1.499  0.09
H2 -1.617 -0.603 1.265  0.07
O1 -1.506 -3.972 -0.141  -0.15
C1 0.067 0.256 -1.434  -0.03
N1 -0.128 -0.297 -0.125  -0.30
H3 -0.873 1.019 1.298  0.11
H4 0.879 -0.262 -1.946  0.11
H5 0.309 1.324 -1.358  0.12
C2 1.055 -0.605 0.633  -0.04
C3 -1.221 0.216 0.641  -0.04
H6 1.550 0.319 0.955  0.12
S1 -0.784 -3.039 0.730  0.38
H7 -0.846 0.140 -2.020  0.11
O2 -0.695 -2.096 -0.541  -0.19
H8 -2.005 0.588 -0.013  0.11
H9 1.744 -1.194 0.029  0.11
O3 0.535 -3.413 1.147  -0.26
O4 -1.560 -2.358 1.743  -0.31

Computed properties:
**Molecular weight**: 155.2 g/mol
**Multiplicity**: 3
**Maximum force**: 3.3 eV Å⁻¹
**Relative energy (zero: lowest compared OMol25 entry of this formula, charge and spin)**: 0.0 kcal/mol
**DFT total energy**: -23766.988 eV
**HOMO-LUMO gap (spin up / spin down)**: 0.358 / 0.245 Ha